{
  "formula": "C29H44Al2CaClF10N4O14PS2",
  "method": "ωB97M-V/def2-TZVPD",
  "e_tot_ha": -6161.81417,
  "lumo_energy_ev": -10.2118,
  "homo_lumo_gap_ev": 1.6532,
  "charge": 2,
  "elements": ["C", "C", "C", "O", "O", "C", "C", "C", "C", "C", "C", "C", "C", "C", "C", "F", "C", "O", "C", "C", "C", "C", "N", "C", "C", "C", "O", "C", "N", "C", "C", "C", "O", "H", "H", "H", "H", "H", "H", "H", "H", "H", "H", "H", "H", "H", "H", "H", "H", "H", "H", "H", "H", "H", "H", "H", "H", "H", "H", "H", "H", "H", "H", "H", "H", "H", "F", "Al", "C", "O", "H", "H", "H", "C", "C", "C", "O", "H", "H", "H", "H", "H", "H", "H", "H", "N", "O", "O", "O", "Al", "F", "P", "F", "F", "F", "F", "F", "Cl", "N", "S", "O", "O", "F", "S", "O", "O", "F", "Ca"],
  "coordinates": [[-2.2273, -3.1752, 4.3094], [-1.9414, -2.6155, 3.1204], [-2.0677, -1.1517, 2.7656], [-2.6320, -0.9150, 1.7445], [-1.5805, -0.2559, 3.5833], [-0.1989, -0.4361, 4.0127], [0.8721, -0.0335, 3.0020], [1.6297, 1.2453, 3.3984], [3.1340, 1.0070, 3.6111], [4.0146, 2.1668, 3.1975], [5.5050, 1.8132, 3.0538], [5.7685, 0.8705, 1.9302], [6.2258, -0.3938, 2.0518], [6.5846, -1.0929, 3.3243], [5.3977, -1.5479, 4.1439], [5.7633, -2.5341, 5.0340], [6.4213, -1.1856, 0.7992], [7.2886, -2.0114, 0.6746], [5.4769, -0.8815, -0.3045], [5.0131, -1.8447, -1.2012], [4.1213, -1.4656, -2.2170], [3.6056, -2.5086, -3.1734], [4.2039, -2.3945, -4.5068], [3.7035, -0.1250, -2.3409], [2.8031, 0.3629, -3.4518], [3.4576, 1.6014, -4.0590], [4.5991, 1.2482, -4.7790], [2.5126, 2.3865, -4.9880], [1.4643, 3.0305, -4.2816], [4.1600, 0.8125, -1.4204], [5.0366, 0.4207, -0.4298], [5.5388, 1.4036, 0.5506], [5.7920, 2.5305, 0.2095], [-1.5203, -3.8688, 4.7547], [-3.1629, -3.0134, 4.8416], [-1.6122, -3.2471, 2.2991], [-0.1009, 0.1503, 4.9160], [-0.0342, -1.4682, 4.3222], [1.5524, -0.8808, 2.9534], [0.4586, 0.0544, 1.9997], [1.4321, 2.0300, 2.6770], [1.2230, 1.5998, 4.3422], [3.2715, 0.8054, 4.6740], [3.4112, 0.0985, 3.0795], [3.9449, 2.9816, 3.9124], [3.6696, 2.5620, 2.2478], [5.9064, 1.4319, 3.9876], [5.9922, 2.7523, 2.7987], [7.1253, -1.9937, 3.0426], [7.2612, -0.5245, 3.9562], [5.0057, -0.7143, 4.7225], [4.5764, -1.8971, 3.5190], [5.3432, -2.8680, -1.1210], [3.6944, -3.5000, -2.7370], [2.5301, -2.3408, -3.2750], [4.3777, -3.3139, -4.8819], [5.0569, -1.8562, -4.4912], [1.8150, 0.5975, -3.0546], [2.7273, -0.4090, -4.2118], [3.7604, 2.3052, -3.2847], [5.3675, 1.6146, -4.3323], [3.1633, 3.2866, -5.3883], [2.1246, 1.7907, -5.8049], [0.6461, 2.4410, -4.1614], [1.7280, 3.2965, -3.3259], [3.8690, 1.8485, -1.4293], [-3.4392, -2.5006, 0.1017], [-4.8163, -3.1673, -0.5510], [-0.3181, 5.5893, -3.2291], [-0.3008, 4.2902, -3.2523], [-1.2683, 6.1035, -3.4774], [0.1562, 6.1581, -2.4114], [0.3530, 5.9300, -4.1648], [-9.8966, -5.2277, -1.6218], [-8.8386, -4.3696, -2.2947], [-8.8219, -4.5836, -3.7995], [-7.5473, -4.6682, -1.7432], [-9.6949, -6.2878, -1.7932], [-9.8926, -5.0660, -0.5439], [-10.8913, -5.0000, -2.0046], [-9.0268, -3.3174, -2.0755], [-8.5887, -5.6247, -4.0352], [-8.0550, -3.9653, -4.2677], [-9.7859, -4.3377, -4.2443], [-7.3590, -5.5961, -1.9232], [-5.9425, -2.2350, 4.8047], [-6.6755, -1.3020, 5.0488], [-6.1026, -2.9361, 3.7999], [-4.9973, -2.5035, 5.5598], [0.6366, 4.7176, -5.4382], [4.0110, 5.0765, -0.8059], [2.6250, 4.7849, 0.0273], [3.5031, 5.1523, 1.3664], [2.7470, 3.3655, -0.9049], [1.0866, 4.8121, -0.6100], [2.3801, 6.4140, -0.0962], [1.9191, 3.7493, 1.1257], [4.3542, 3.4201, -6.8079], [-8.2544, 0.8271, -0.2362], [-7.3415, -0.2920, 0.5258], [-8.0733, -1.4351, 0.9196], [-6.3728, 0.2602, 1.3932], [-6.5069, -0.7802, -0.7253], [-9.2742, 1.4869, 0.6696], [-10.2967, 2.2458, -0.1228], [-8.8615, 2.2161, 1.8214], [-10.1609, 0.3502, 1.2192], [-10.4196, 4.1638, -0.1129]],
  "lowdin_charge": [0.2107, 0.0743, -0.4838, 0.2119, 0.0716, -0.1177, -0.1376, -0.1633, -0.1949, -0.1645, -0.1073, -0.0771, -0.0772, -0.1029, -0.2110, -0.0313, -0.2910, 0.1446, -0.0716, 0.0695, -0.1455, -0.2364, 0.0246, -0.1372, -0.0599, -0.3688, -0.0059, -0.2792, 0.0085, 0.0528, -0.0736, -0.2853, 0.1667, 0.1224, 0.0768, 0.1535, 0.1315, 0.1141, 0.1071, 0.1242, 0.0979, 0.1080, 0.1148, 0.0866, 0.1293, 0.0906, 0.1169, 0.1313, 0.1199, 0.1326, 0.0998, 0.1167, 0.1286, 0.1117, 0.1020, 0.0697, 0.0745, 0.1317, 0.1115, 0.1424, 0.1241, -0.0503, 0.1394, 0.1178, 0.1319, 0.0925, -0.3613, 0.9083, -0.3482, -0.2661, 0.0995, 0.1028, -0.0446, -0.0542, -0.4938, -0.0578, -0.1486, 0.0870, 0.0814, 0.0850, 0.1325, 0.0866, 0.0780, 0.0845, 0.0873, -0.5890, 0.1687, 0.1304, 0.0999, 1.0264, -0.1890, 0.4230, -0.1813, -0.2554, -0.2224, -0.1992, -0.2163, 0.2039, -0.2591, 0.4858, -0.2277, -0.2175, -0.2197, 0.4923, -0.5817, -0.2319, -0.0920, 1.7799]
}